Entry from the OMol25 dataset: a 2-piece molecular cluster, C3H5NO overall at a distorted geometry (ωB97M-V/def2-TZVPD).

Summary:
Energy above the lowest of the compared OMol25 structures with the same formula, charge and spin ... 86.2 kcal per mole
HOMO ... -8.89 eV
Orbital gap ... 9.0 eV
Lowest unoccupied orbital energy ... 0.1 eV
Largest force on an atom ... 4.34 eV/A

Positions of all 10 atoms, in Å:
O -3.0586 0.3136 0.2601
N 1.3381 1.2370 -0.3894
C 0.7569 0.6136 0.5324
C -0.0281 -0.5885 0.0385
C -2.0334 0.0331 -0.3549
H -0.1989 -1.3893 0.7580
H -1.9020 0.4805 -1.4044
H 0.4663 0.6874 1.6157
H 1.9249 2.0833 -0.2755
H 0.1637 -1.0337 -0.9701

***

Entry from the OMol25 dataset: a 11-piece molecular cluster, C51H60F6O5 overall at a distorted geometry (ωB97M-V/def2-TZVPD).

Summary:
Energy above the lowest of the compared OMol25 structures with the same formula, charge and spin ... 0.0 kcal per mole
HOMO ... -8.79 eV
Orbital gap ... 9.0 eV
Lowest unoccupied orbital energy ... 0.2 eV
SMILES ... Fc1ccccc1.Fc1ccccc1.Fc1ccccc1.Fc1ccccc1.Fc1ccccc1.Fc1ccccc1.CC(C)=O.CC(C)=O.CC(C)=O.CC(C)=O.CC(C)=O
Largest force on an atom ... 1.54 eV/A

Positions of all 122 atoms, in Å:
F 0.2028 -1.5692 1.7849
F 2.2327 -2.6105 6.5886
F -5.0019 -5.8710 2.1656
F -1.1193 -1.6990 5.8832
F 2.3972 0.3166 -4.4707
F 2.7182 0.7772 4.7646
O -3.4158 1.2570 -3.0283
O -6.4858 2.2556 0.0780
O 5.5823 3.7900 -2.2142
O 4.7141 -0.8748 -0.9006
O -2.9814 3.9008 2.1417
C -1.1185 -0.6090 0.0851
C 6.3265 -2.5143 -1.4634
C 2.0374 -3.0875 4.2996
C 3.9626 2.0692 -2.3171
C -2.5364 2.6852 0.1392
C 2.2152 0.6935 -8.0334
C 1.6862 2.3738 3.3769
C 2.6304 1.3860 3.5823
C 4.0397 -2.2797 -2.6785
C -1.9984 2.2958 5.8911
C 1.8671 0.4352 -5.7070
C -3.4983 1.3485 -5.3980
C -0.0244 0.3382 -7.2012
C 5.0066 -1.7916 -1.6362
C -4.4386 -0.6362 -4.0179
C 3.9773 -2.9119 2.9249
C -2.2815 -3.5055 2.1940
C 4.1586 -2.4224 5.2672
C 1.1934 -0.1943 -1.4169
C -3.1962 -4.4421 1.7480
C -4.1013 -4.9927 2.6487
C -2.2262 -3.1604 3.5530
C 0.5192 0.3067 -5.9007
C 2.4187 2.5919 1.0984
C 0.8521 0.5379 -8.2631
C 2.8136 -2.7162 5.3729
C -1.3194 -0.3528 5.9169
C -4.0733 -4.6596 3.9797
C -1.0643 0.3766 4.7863
C 6.5412 1.6479 -2.3047
C -1.2005 -0.0606 -1.1861
C -2.1004 1.5512 7.0677
C -6.8279 1.2772 -2.0531
C -6.3018 1.3005 -0.6430
C 0.0975 -1.0127 0.5688
C 2.7365 0.6303 -6.7736
C -0.0568 0.1380 -1.9387
C 4.7697 -2.5797 4.0191
C 5.3643 2.6026 -2.2728
C 3.3296 1.5603 1.2885
C 1.2490 -0.7667 -0.1563
C -1.7949 0.2009 7.0831
C -5.4022 0.1553 -0.2151
C 1.5732 2.9706 2.1269
C -4.1923 4.6358 0.2143
C -1.4095 1.7276 4.7734
C 2.6185 -3.1868 3.0407
C -3.1739 -3.6852 4.4133
C -3.2225 3.7525 0.9666
C 3.4511 0.9745 2.5400
C -3.7598 0.7155 -4.0499
H 2.8999 0.8448 -8.8598
H 6.5540 0.9106 -1.4980
H -4.1929 5.6593 0.5834
H 2.0884 0.0263 -1.9750
H 5.8255 -2.4080 3.8713
H -3.5996 0.6783 -6.2437
H -1.6149 -3.0162 1.5020
H 1.0630 2.7063 4.1958
H -1.0790 0.2089 -7.3852
H -0.6660 -0.1444 3.9232
H -5.2244 4.2901 0.1748
H -7.2255 0.3057 -2.3458
H 7.4419 2.2329 -2.1083
H -1.4221 2.3328 3.8741
H -5.4752 -0.5995 -4.3563
H -1.7300 2.2614 0.7324
H -2.1363 0.2733 -1.6162
H -2.4656 2.0039 7.9815
H 6.2097 -3.3960 -0.8344
H 3.9355 -1.4897 -3.4253
H -3.8596 -1.3445 -4.6120
H 3.7035 1.7515 -3.3258
H 2.0663 -3.5457 2.1853
H -7.5582 2.0817 -2.1044
H 6.6862 1.1242 -3.2509
H -2.2435 3.3490 5.9041
H -0.1559 0.2301 -5.0566
H -3.3396 -4.6691 0.6987
H -0.1794 0.6859 -2.8658
H 2.2246 -0.9917 0.2617
H 3.7949 1.2016 -1.6813
H -3.1692 -3.4111 5.4603
H 0.4202 0.5371 -9.2555
H -2.0316 -0.6414 0.6709
H -3.2865 1.9285 -0.0943
H -6.0420 -0.6857 0.0601
H 3.8997 1.1237 0.4803
H 3.7895 0.6665 -6.5211
H -4.9288 0.4538 0.7233
H -4.2114 2.1761 -5.4728
H 2.3577 3.0460 0.1174
H -1.8922 -0.3996 7.9767
H -1.4179 -2.5469 3.9221
H 4.0838 0.1019 2.6572
H 4.4912 -3.1187 1.9913
H 0.8277 3.7306 1.9337
H 0.9851 -3.2998 4.4421
H 3.2906 2.8612 -1.9903
H -4.4772 -1.0235 -3.0001
H 6.9729 -1.8347 -0.9047
H -4.6189 -0.0121 -0.9496
H -2.1889 3.0911 -0.8091
H -4.7779 -5.1379 4.6488
H 3.0737 -2.5059 -2.2309
H 4.7219 -2.0860 6.1260
H -5.9669 1.4795 -2.6899
H -2.5303 1.8472 -5.3423
H -3.8567 4.6234 -0.8275
H 6.7777 -2.7245 -2.4312
H 4.4201 -3.1763 -3.1676

***

Entry from the OMol25 dataset: CHClI2 as an isolated structure at a distorted geometry (ωB97M-V/def2-TZVPD).

Summary:
Energy above the lowest of the compared OMol25 structures with the same formula, charge and spin ... 35.3 kcal per mole
HOMO ... -9.60 eV
Orbital gap ... 8.8 eV
Lowest unoccupied orbital energy ... -0.8 eV
Largest force on an atom ... 4.84 eV/A

Positions of all 5 atoms, in Å:
I 0.7380 -1.8974 -0.3786
I 1.1936 1.6103 -0.6936
Cl -0.4839 0.2550 1.7134
C -0.0543 0.0605 0.0360
H -1.3934 -0.0286 -0.6772

***

Entry from the OMol25 dataset: a 2-piece molecular cluster, CH2ClNO overall at a distorted geometry (ωB97M-V/def2-TZVPD).

Summary:
Energy above the lowest of the compared OMol25 structures with the same formula, charge and spin ... 121.9 kcal per mole
HOMO (spin up / spin down) ... -9.16 / -9.12 eV
Orbital gap (spin up / spin down) ... 8.6 / 8.6 eV
Lowest unoccupied orbital energy (spin up / spin down) ... -0.6 / -0.5 eV
Largest force on an atom ... 3.39 eV/A

Positions of all 6 atoms, in Å:
Cl -1.0163 -0.4512 2.2039
O -0.5986 0.0956 -0.5003
N -0.3924 -1.8390 1.9821
C 0.3373 0.5403 -1.0527
H 0.5073 0.4679 -2.1013
H 1.1627 1.1864 -0.5318

***

Entry from the OMol25 dataset: C6H16NO2 as an isolated structure at a distorted geometry (ωB97M-V/def2-TZVPD).

Summary:
Energy above the lowest of the compared OMol25 structures with the same formula, charge and spin ... 53.7 kcal per mole
HOMO ... -3.46 eV
Net charge ... -1
Orbital gap ... 7.3 eV
Lowest unoccupied orbital energy ... 3.8 eV
Largest force on an atom ... 6.17 eV/A

Positions of all 25 atoms, in Å:
O 2.5357 -0.5359 1.3874
O 1.0558 -2.3281 0.3433
N -0.6340 1.0680 1.4393
C -0.3148 -0.6285 -2.3223
C -1.9319 0.4124 -0.6179
C 0.6222 0.6752 2.0610
C -1.1537 -0.0167 0.6091
C 2.0142 0.7294 1.2230
C -1.0862 0.6203 -1.9341
H -0.4822 1.9387 0.9480
H -0.4821 1.4832 -1.7913
H 1.8625 0.9286 0.0556
H 1.7799 -1.5505 1.0104
H -2.6019 1.2045 -0.4538
H 0.7772 1.4938 2.9035
H -2.5528 -0.4971 -0.7903
H -1.6526 0.9397 -2.6769
H -1.7750 -0.6474 1.2427
H 1.4330 -3.1134 0.2162
H 0.5919 -0.3385 2.4882
H 0.1524 -0.5035 -3.3464
H -0.3413 -0.5695 0.1232
H 2.5665 1.5397 1.7699
H -0.9890 -1.4472 -2.1628
H 0.6064 -0.8574 -1.7251

***

Entry from the OMol25 dataset: one molecule with the formula C4H7NO at a distorted geometry (ωB97M-V/def2-TZVPD).

Summary:
Energy above the lowest of the compared OMol25 structures with the same formula, charge and spin ... 26.3 kcal per mole
HOMO ... -10.86 eV
Orbital gap ... 11.6 eV
Lowest unoccupied orbital energy ... 0.7 eV
SMILES ... N#CCCCO
Largest force on an atom ... 1.16 eV/A

Positions of all 13 atoms, in Å:
O 1.5183 -0.0853 1.1520
N -2.4280 1.7634 -0.2852
C -1.8539 0.7976 -0.0061
C -1.0842 -0.4049 0.3209
C 1.2538 0.1998 -0.2185
C 0.0610 -0.6417 -0.6739
H -0.6053 -0.2669 1.2972
H 0.3267 -1.7040 -0.6805
H -0.2288 -0.3768 -1.6991
H 1.0101 1.2611 -0.3678
H 2.1471 -0.0362 -0.8061
H 1.6368 0.7367 1.6398
H -1.7560 -1.2604 0.4105